Model 1:
Entry from OMol25: one molecule with the formula C11H13PS (ωB97M-V with the def2-TZVPD basis set).

```
! RIJCOSX wB97M-V def2-TZVPD def2/J DEFGRID3
* xyz 0 1
C 1.21336 -3.11167 1.57369
C 0.04885 -3.07420 0.79818
C 2.25688 -2.24606 1.36846
C -0.08788 -2.04105 -0.13206
C 2.00477 -1.11296 0.59441
C 0.82425 -0.93279 -0.14835
C -1.81180 1.93239 -0.29420
C -0.73280 2.34867 0.33340
C -1.96029 1.00139 -1.43666
C -0.75187 0.61605 -2.18555
C -0.18464 3.05612 1.44761
P 0.89403 0.46920 -1.25742
S 2.56190 0.47372 -2.32879
H 1.29821 -3.92674 2.28299
H -0.76361 -3.73643 1.06273
H 3.03221 -2.22141 2.10489
H -0.99477 -1.89094 -0.75366
H 2.81666 -0.25721 0.47978
H -2.88239 2.43130 -0.12012
H -2.38999 0.13251 -0.74150
H -2.77789 1.30724 -2.09011
H -1.00908 -0.31115 -2.77812
H -0.49181 1.26649 -3.00123
H -0.95950 3.25918 2.33045
H 0.17430 4.04851 1.04031
H 0.67293 2.51984 1.85091
*
```

Properties
Gap between HOMO and LUMO (alpha / beta) = 6.8 / 7.4 eV

Results of the natural (NBO) charge analysis, in e, for atoms 1 through 8: -0.1780, -0.2288, -0.2353, -0.1745, -0.1560, -0.4361, -0.3101, 0.1148

=====

Model 2:
Entry from OMol25: one molecule with the formula C11H13PS (ωB97M-V with the def2-TZVPD basis set).

```
! RIJCOSX wB97M-V def2-TZVPD def2/J DEFGRID3
* xyz 0 1
C 0.64162 -2.38057 -0.35266
C 1.33379 -1.40965 0.09744
C 2.28422 -0.54817 0.39484
C 3.63049 -0.88698 0.92052
C 2.09217 0.88156 0.26533
P 0.53844 1.56279 -0.23540
C 0.86582 3.34537 0.11797
C -0.83815 0.93077 0.49754
C -1.93756 0.30677 0.17756
C -2.54890 -0.07305 -1.20147
C -3.67501 -0.99251 -0.86944
C -4.00096 -1.34715 0.37362
S -2.98338 -0.39577 1.47688
H -0.13694 -2.81380 0.15988
H 0.81855 -2.69980 -1.40374
H 3.71463 -2.00309 1.27119
H 3.89341 -0.53284 1.91283
H 4.44605 -0.84132 0.10023
H 2.92859 1.57271 0.10339
H 1.74886 3.76413 -0.25737
H 0.91467 3.58096 1.22647
H 0.03959 3.93859 -0.24585
H -2.91262 0.84403 -1.72059
H -1.74603 -0.48396 -1.93558
H -4.33062 -1.37046 -1.60241
H -4.78071 -1.94854 0.72879
*
```

Properties
SMILES = C=C=C(C)C=P(C)=C=C1CC=CS1
Gap between HOMO and LUMO (alpha / beta) = 6.8 / 6.6 eV

Results of the natural (NBO) charge analysis, in e, for atoms 1 through 8: -0.4715, 0.1119, -0.1638, -0.6367, -0.5580, 1.0742, -0.9260, -0.5082

=====

The calculated energies rank the structures as follows, beginning with the most stable: model 1, model 2.